(1)
Computed, not measured: a structure of composition C32H68F24N9O23S8 at a distorted geometry, with ωB97M-V with the def2-TZVPD basis set.

Geometry as XYZ:
```
164
Properties=species:S:1:pos:R:3:mulliken_charge:R:1
C 0.50661 -2.17597 -0.19771 -1.5140
C 1.80024 -2.89979 -0.02309 0.3156
C 2.55700 -2.69583 1.30700 -0.7950
O 1.95377 -3.34572 2.41998 -0.3667
C 2.78468 -3.37373 3.57589 -0.8243
N 1.45282 -4.41024 -0.28020 -0.2646
H 0.69766 -4.49036 -0.94610 0.3313
H 2.20634 -5.01549 -0.57341 0.2224
H 1.19123 -4.92178 0.55046 0.4028
H 0.01581 -2.13133 -1.16993 0.4289
H 0.79759 -1.13420 -0.06298 0.3639
H -0.14720 -2.58114 0.57460 0.4184
H 2.47956 -2.62972 -0.83160 0.3830
H 2.67088 -1.66474 1.64165 0.4375
H 3.60351 -2.98313 1.20511 0.5144
H 3.85230 -3.17293 3.48663 0.3579
H 2.75221 -4.32099 4.11417 0.2874
H 2.40704 -2.60304 4.24785 0.2890
C -5.78381 -2.12853 -2.55887 -1.5239
C -6.56288 -1.56092 -3.77392 0.3662
C -7.27191 -2.59865 -4.67153 -0.7918
O -8.07987 -1.95568 -5.67154 -0.3554
C -8.76922 -2.92677 -6.52182 -0.7294
N -7.53479 -0.53577 -3.21379 -0.3029
H -8.36584 -0.97051 -2.83901 0.3484
H -7.15772 0.05686 -2.48806 0.3391
H -7.86362 0.03105 -3.98236 0.3679
H -5.36980 -1.43682 -1.82522 0.4059
H -4.95538 -2.80188 -2.77886 0.4092
H -6.45297 -2.78951 -2.00802 0.3781
H -5.89926 -0.92082 -4.35527 0.2470
H -7.94537 -3.26841 -4.13677 0.3782
H -6.56930 -3.34007 -5.05197 0.5528
H -9.38290 -3.61152 -5.93648 0.3183
H -8.08430 -3.44300 -7.19450 0.3211
H -9.44745 -2.38901 -7.18432 0.2686
C 3.34964 2.57568 4.79159 -1.4231
C 3.71223 2.88771 6.30299 0.0753
C 5.07719 3.54909 6.38334 -0.5467
O 6.02689 2.54244 5.91221 -0.3350
C 7.44458 2.78207 5.93478 -0.7070
N 2.63218 3.78331 6.88721 -0.2130
H 2.93937 4.29796 7.70016 0.3469
H 2.18384 4.38920 6.21492 0.3363
H 2.00043 3.16581 7.37680 0.3813
H 4.21760 2.11773 4.31721 0.4221
H 3.23008 3.53766 4.29321 0.4300
H 2.39215 2.06079 4.71286 0.3753
H 3.71569 1.95005 6.85876 0.2722
H 5.24217 3.77601 7.43662 0.3594
H 5.24161 4.34436 5.65629 0.3891
H 7.78740 2.50353 6.93127 0.2741
H 7.65245 3.81110 5.64153 0.2989
H 7.97023 2.14199 5.22620 0.2640
C -8.41447 -6.26778 7.78411 -0.8400
O -7.69376 -5.19122 7.25015 -0.2940
C -8.54478 -4.17137 6.79468 -0.4835
C -7.65494 -2.94742 6.58257 -0.6261
N -6.68078 -3.20932 5.35754 -0.2539
H -7.19657 -3.51096 4.54326 0.3779
H -6.38514 -2.30852 5.00934 0.3869
C -5.48297 -4.15313 5.63041 -0.4808
C -4.57154 -4.01658 4.38566 -0.6770
O -4.21790 -2.69403 3.97953 -0.3773
C -3.32591 -2.01175 4.85141 -0.8121
H -7.69974 -7.01997 8.11794 0.2711
H -9.13097 -6.80590 7.16351 0.3523
H -8.90480 -5.91269 8.69053 0.3317
H -9.31241 -3.93468 7.53144 0.4787
H -9.09512 -4.43493 5.89148 0.3557
H -6.98511 -2.71463 7.41035 0.3242
H -8.22932 -2.07134 6.28147 0.3751
H -6.02456 -5.09096 5.75393 0.4330
H -5.01479 -3.90138 6.58200 0.3583
H -5.13913 -4.46402 3.56973 0.4029
H -3.67610 -4.61483 4.55418 0.4563
H -2.71932 -2.67883 5.46392 0.3634
H -3.78413 -1.24251 5.47302 0.2847
H -2.49714 -1.59906 4.27616 0.2922
C -1.71837 8.00184 -6.14122 -0.7647
O -1.03669 8.18292 -4.86379 -0.2877
C 0.01824 9.20257 -5.00562 -0.5305
C 0.89750 9.18223 -3.71153 -0.7320
N 1.26390 7.70309 -3.38286 -0.2197
H 1.38909 7.60927 -2.38505 0.3937
H 0.42090 7.16150 -3.50993 0.4481
C 2.43229 7.18547 -4.25006 -0.5977
C 2.50169 5.66047 -4.32570 -0.6427
O 1.25161 5.16038 -4.60326 -0.3215
C 0.92720 3.82638 -4.12890 -0.7737
H -2.56602 7.32794 -6.01692 0.2418
H -1.05298 7.71564 -6.95574 0.3210
H -2.05874 8.99305 -6.44079 0.3325
H -0.56085 10.08653 -5.27282 0.5324
H 0.65165 8.95830 -5.85839 0.3580
H 0.32947 9.55651 -2.85986 0.3807
H 1.82603 9.75312 -3.71560 0.3888
H 3.40038 7.51761 -3.87513 0.4070
H 2.27378 7.60018 -5.24554 0.3226
H 2.96680 5.26182 -3.42412 0.4176
H 3.18040 5.27456 -5.08632 0.3924
H -0.11049 3.67716 -3.83053 0.2731
H 1.44358 3.50060 -3.22595 0.3375
H 1.13459 3.15332 -4.96082 0.3123
C -0.75315 -4.75116 -5.73787 0.5989
F 0.31387 -4.68187 -4.91765 -0.2285
F -1.44257 -3.63630 -5.49367 -0.2327
F -0.35213 -4.81454 -6.95890 -0.1889
S -1.84352 -6.37085 -5.38797 0.9401
O -3.12235 -6.03807 -6.10543 -0.5980
O -1.06783 -7.46588 -5.95380 -0.5703
N -1.86083 -6.39355 -3.65429 -0.2821
S -2.98140 -7.36148 -3.38299 0.9574
O -4.26990 -6.74922 -3.29291 -0.6620
O -3.00687 -8.64423 -4.08989 -0.6512
C -2.69546 -7.99364 -1.58805 0.5972
F -3.63125 -8.94829 -1.40957 -0.2196
F -1.50978 -8.49347 -1.51286 -0.2184
F -2.80136 -6.98566 -0.73614 -0.2364
C 6.55686 4.92867 -0.69793 0.5866
F 6.93895 5.35818 0.51523 -0.2073
F 5.21138 4.78584 -0.56876 -0.2196
F 6.90293 5.84178 -1.66424 -0.2258
S 7.34592 3.25023 -1.04138 1.0145
O 8.74646 3.37366 -0.58909 -0.6132
O 6.53358 2.32660 -0.26142 -0.6062
N 7.09585 3.01321 -2.74975 -0.4137
S 6.84279 1.48833 -2.94703 1.0186
O 7.91933 0.58507 -2.47705 -0.6441
O 5.50396 1.08048 -2.56197 -0.6258
C 6.83136 1.27757 -4.88417 0.5935
F 8.06756 1.36263 -5.40631 -0.2312
F 6.28536 0.15309 -5.16881 -0.1922
F 6.15866 2.22620 -5.45403 -0.2311
C 2.20758 10.31955 1.99893 0.6295
F 3.03892 9.32319 2.15365 -0.2347
F 2.52698 11.15641 2.96932 -0.2169
F 2.43046 10.90125 0.81046 -0.2195
S 0.31654 9.78644 2.12068 0.9880
O -0.00440 9.86300 3.54042 -0.5973
O -0.43023 10.81542 1.38561 -0.6496
N 0.18985 8.32225 1.27381 -0.2371
S -0.73785 7.50844 2.20204 0.8958
O -0.21539 7.04590 3.47719 -0.6084
O -2.09290 8.06618 2.28645 -0.6426
C -0.97679 5.89569 1.04572 0.5685
F -1.65136 4.96974 1.72940 -0.2224
F -1.51398 6.26063 -0.09316 -0.2134
F 0.19276 5.37686 0.73462 -0.2319
C 3.84053 -8.75016 0.77343 0.6045
F 4.14697 -9.33193 1.94296 -0.2115
F 3.50820 -9.68045 -0.10072 -0.2028
F 2.90289 -7.82956 0.95340 -0.2166
S 5.36073 -7.72250 0.15482 0.9744
O 5.69046 -6.69889 1.16070 -0.5916
O 6.30352 -8.83083 0.04350 -0.6134
N 4.78461 -7.18037 -1.41029 -0.4040
S 6.14103 -7.08675 -2.21460 0.9965
O 7.22105 -6.40382 -1.45184 -0.6515
O 6.56982 -8.36759 -2.83806 -0.6254
C 5.71491 -5.89239 -3.67468 0.5667
F 6.84642 -5.42860 -4.27574 -0.2031
F 5.02761 -6.60740 -4.59575 -0.2128
F 5.01965 -4.88372 -3.19992 -0.2006
```

Properties
LUMO level	-3.79	eV
total energy	-9064.69758	hartree
charge	+1

(2)
Computed, not measured: a cluster of 6 separate species, C32H69BrO14P in total at a distorted geometry, with ωB97M-V with the def2-TZVPD basis set.

Geometry as XYZ:
```
117
Properties=species:S:1:pos:R:3:mulliken_charge:R:1
C 3.65445 -2.93934 1.32528 -1.2991
C 3.45701 -1.37264 1.67141 0.2433
C 3.84405 -0.48756 0.39013 -0.6614
P 4.59059 1.23473 0.87300 0.6403
O 5.39420 1.11345 -0.70063 -0.3114
C 6.50417 2.04716 -0.75962 -0.6194
C 5.86951 3.39387 -0.07346 0.4909
O 6.82359 4.46003 0.08692 -0.5450
Br 4.66435 4.01318 -1.58967 -0.2565
O 5.22761 2.87647 1.12006 -0.4655
O 2.17894 -1.05273 2.27660 -0.1002
C 1.07852 -1.18370 1.35795 -0.6509
C 0.61074 0.23154 0.71566 0.9453
C 0.25773 0.25958 -0.79284 -0.5276
C -0.14205 1.63672 -1.39960 -0.5999
C -0.14916 2.87510 -0.45504 -0.5533
C 0.19004 2.82520 1.06075 -0.4593
C 0.58845 1.45004 1.66261 -0.2500
H 2.94136 -3.25697 0.47314 0.2603
H 3.45944 -3.58975 2.24534 0.2756
H 4.72664 -3.07768 0.95391 0.4265
H 4.25712 -1.13507 2.47495 0.2957
H 3.02304 -0.40468 -0.40245 0.0793
H 4.71895 -1.04096 -0.12882 0.3255
H 3.45361 1.92838 0.32394 -0.3718
H 4.03675 1.28574 2.20773 -0.2530
H 5.80188 0.57161 1.36482 -0.2513
H 7.43368 1.64558 -0.19619 0.2736
H 6.85131 2.37249 -1.81377 0.3117
H 6.41552 5.32654 -0.12802 0.3787
H 1.20899 -1.97626 0.54925 0.1722
H 0.17060 -1.52565 1.99193 0.2478
H 0.32640 -0.71677 -1.36864 0.3299
H -0.40363 1.68071 -2.50586 0.4836
H -0.41469 3.88405 -0.90680 0.2839
H 0.20809 3.72460 1.75488 0.3362
H 0.87646 1.28990 2.75718 0.2546
C -2.18656 -1.28914 -4.25892 -0.8450
O -2.20082 -1.16013 -2.84508 -0.3147
C -3.04450 -0.09440 -2.40520 -0.1905
C -4.37616 -0.62172 -1.88269 -0.6280
O -5.15642 -1.19134 -2.93550 -0.4016
C -5.11184 -2.61179 -2.93055 -0.5701
H -1.70412 -2.23539 -4.51125 0.3604
H -3.19683 -1.28980 -4.67879 0.4085
H -1.60535 -0.47324 -4.70048 0.2325
H -3.19794 0.63762 -3.20533 0.1897
H -2.52104 0.40623 -1.58653 0.3282
H -4.95133 0.21681 -1.47973 0.3974
H -4.22146 -1.34645 -1.07620 0.2472
H -5.70882 -2.99854 -2.10026 0.2188
H -4.08805 -2.98467 -2.85299 0.2499
H -5.54188 -2.96942 -3.86695 0.3012
C -1.44238 -4.06705 5.97357 -0.7131
O -0.18988 -3.58352 6.43412 -0.4034
C 0.58193 -2.98996 5.38672 -0.4070
C 0.52220 -1.46793 5.44678 -0.2919
O -0.79097 -0.99134 5.14367 -0.2862
C -1.50954 -0.60998 6.30742 -0.8444
H -2.05638 -4.30754 6.84343 0.2547
H -1.96922 -3.32256 5.36921 0.3038
H -1.29615 -4.97988 5.38724 0.3190
H 0.25797 -3.35702 4.40740 0.2711
H 1.61762 -3.30546 5.53904 0.3691
H 1.19196 -1.06079 4.68392 0.1198
H 0.85531 -1.09956 6.42303 0.4080
H -1.11486 0.33360 6.69470 0.3051
H -1.45943 -1.37660 7.08400 0.3485
H -2.55409 -0.46400 6.02959 0.2431
C -6.69670 -4.48851 0.94046 -0.8627
O -5.76868 -4.85216 -0.07153 -0.3004
C -4.50930 -5.25689 0.46725 -0.3784
C -4.36608 -6.77504 0.46236 -0.6421
O -5.27990 -7.38252 1.37679 -0.3593
C -6.40824 -7.94342 0.72064 -0.6957
H -7.68319 -4.39816 0.48243 0.2486
H -6.74783 -5.23877 1.73505 0.3944
H -6.42078 -3.51923 1.36723 0.3169
H -4.36764 -4.85205 1.47451 0.3660
H -3.73672 -4.83057 -0.17881 0.3381
H -3.35890 -7.03321 0.80148 0.3836
H -4.49836 -7.17839 -0.54719 0.3362
H -6.11703 -8.85976 0.19953 0.3223
H -6.85445 -7.24257 0.01180 0.2869
H -7.15226 -8.19338 1.47767 0.2404
C 3.91297 5.58472 2.37363 -0.1046
O 3.53209 5.45602 3.74020 -0.3810
C 4.65659 5.44012 4.61630 -0.4548
C 4.84416 6.78959 5.30228 -0.5240
O 5.22369 7.79800 4.36448 -0.3774
C 4.13797 8.64166 4.01041 -0.7404
H 3.01729 5.80238 1.78853 0.3038
H 4.63248 6.39676 2.22571 0.3249
H 4.34538 4.64456 2.01300 -0.1350
H 5.56382 5.14149 4.08124 0.2493
H 4.45218 4.68470 5.38068 0.4120
H 5.66108 6.70530 6.02524 0.3655
H 3.93893 7.08275 5.84512 0.3094
H 3.90571 9.31597 4.84016 0.3339
H 3.24896 8.06658 3.74303 0.3096
H 4.43822 9.23853 3.14853 0.2500
C -1.87900 1.89576 -10.36203 -0.6901
O -0.83795 2.14635 -9.42963 -0.3690
C -1.33556 2.58354 -8.16426 -0.7106
C -1.31840 1.45340 -7.14065 -0.2862
O -2.25735 0.43318 -7.48336 -0.3572
C -1.63119 -0.70077 -8.06865 -0.7929
H -1.45142 1.37114 -11.21817 0.2431
H -2.67061 1.27509 -9.93181 0.2893
H -2.30276 2.84311 -10.71009 0.3232
H -2.34046 3.00654 -8.26526 0.3536
H -0.66854 3.37830 -7.81909 0.3833
H -1.62532 1.85457 -6.17043 0.2839
H -0.31150 1.03672 -7.03252 0.3940
H -1.09698 -1.26668 -7.30030 0.3087
H -0.93928 -0.41590 -8.86416 0.3832
H -2.40752 -1.33721 -8.49469 0.2484
```

Properties
LUMO level	1.98	eV
total energy	-5228.98825	hartree
charge	-1

(3)
Computed, not measured: a cluster of 3 separate species, C32H69ClF2N3O9P2S in total at a distorted geometry, with ωB97M-V with the def2-TZVPD basis set.

Geometry as XYZ:
```
119
Properties=species:S:1:pos:R:3:mulliken_charge:R:1
C 6.86688 -7.42046 0.82869 -1.2522
C 6.49899 -6.13101 1.59840 -0.8604
C 6.51231 -4.86342 0.69199 0.1568
C 5.10058 -4.24907 0.53278 -0.4437
C 4.33700 -5.38243 -0.19405 -1.9041
C 4.99157 -2.85480 -0.18082 2.6233
C 5.14900 -3.13120 -1.69932 -3.6778
C 4.05542 -3.56464 -2.70150 0.5710
C 4.41342 -2.97049 -4.09112 -1.6543
C 2.55894 -3.36560 -2.50135 -1.5440
N 3.77119 -2.04365 0.32608 0.0423
P 2.22062 -2.78264 0.88608 0.5757
O 0.99530 -2.56299 -0.09842 -0.4740
O 2.12190 -4.28977 1.39282 -0.5733
S 1.78324 -1.77520 2.51700 -0.3290
C 3.57329 -0.71525 -0.43347 0.9272
F 3.74639 -0.71690 -1.76260 -0.2298
O 2.39489 -0.09874 -0.09514 -0.3329
C 1.50675 0.30223 -1.15384 0.2752
C 1.83504 1.66984 -1.76129 -1.3400
N 0.62967 2.14603 -2.42285 -0.0662
C 0.32417 1.41936 -3.65393 -1.0780
C -0.78886 0.32501 -3.52046 0.8630
C -1.71285 0.25670 -4.74436 -1.5401
O -1.60819 0.47185 -2.35177 -0.4157
C 4.65860 0.21424 0.15530 -2.1130
C 6.02898 -0.41116 -0.14697 1.0243
F 6.41231 -0.17475 -1.42178 -0.4101
O 6.94287 0.40329 0.61901 -0.2089
N 7.38204 1.56791 -0.10863 0.0260
O 8.36953 1.93471 0.34581 -0.2744
C 6.22390 -1.92472 0.26002 -0.3198
Cl 7.75607 -2.32498 -0.62801 -0.0840
C 6.56694 -1.94180 1.77738 -1.0682
P 8.28953 -1.83200 2.36734 0.6909
O 9.20317 -0.86768 1.78711 -0.6572
O 8.11732 -1.45825 3.93907 -0.5960
O 8.97604 -3.29003 2.38256 -0.5978
H 7.36463 -7.21360 -0.12017 0.3715
H 7.55183 -8.04563 1.40017 0.3686
H 5.99475 -8.03943 0.61185 0.2928
H 5.52051 -6.29243 2.05732 0.3267
H 7.20829 -6.02628 2.41757 0.5053
H 7.31083 -4.24505 1.08478 -0.2506
H 6.84314 -5.21073 -0.28564 0.4506
H 4.71799 -4.11468 1.55612 0.9273
H 4.06587 -6.17408 0.49813 0.5197
H 4.90784 -5.79161 -1.02258 0.3610
H 3.38056 -5.05416 -0.60045 0.2713
H 5.59092 -2.24411 -2.15534 1.3277
H 5.94751 -3.86123 -1.78797 0.9531
H 4.16683 -4.63725 -2.88564 0.5794
H 3.74175 -3.33185 -4.86500 0.4669
H 5.46564 -3.14888 -4.31094 0.4006
H 4.26803 -1.88558 -4.02914 0.2939
H 2.07562 -3.61567 -3.44765 0.6844
H 2.19894 -2.36409 -2.26608 0.0509
H 2.07404 -4.04404 -1.79273 0.2127
H 4.10469 -1.69527 1.23839 0.8287
H 0.20046 -2.67866 0.45679 0.4197
H 2.61928 -4.42540 2.21734 0.3955
H 1.30229 -0.45227 -1.91091 -0.3116
H 0.53800 0.46110 -0.67786 0.6338
H 2.09702 2.37504 -0.97214 0.4346
H 2.64060 1.58752 -2.51057 0.3798
H 0.66953 3.14339 -2.56638 0.3152
H 1.24239 0.93913 -4.01760 0.1507
H -0.04219 2.14265 -4.38305 0.6459
H -0.27365 -0.64414 -3.46127 -0.0228
H -1.86195 -0.77884 -5.05637 0.3518
H -1.31734 0.77940 -5.61970 0.4213
H -2.69872 0.67157 -4.54056 0.3147
H -1.75955 -0.43111 -2.04615 0.2478
H 4.62311 1.15752 -0.38202 0.7560
H 4.46095 0.35287 1.21780 0.2030
H 6.15349 -2.80335 2.31314 0.5012
H 6.03479 -1.11260 2.25879 0.8223
H 8.12808 -2.29758 4.43007 0.3144
H 9.89346 -3.16125 2.67941 0.3619
C -2.25428 3.59054 -1.04027 -0.8722
C -3.59505 2.89415 -0.86827 -0.1241
C -4.77517 3.70318 -1.40603 -0.8687
C -5.01139 5.04467 -0.70934 -0.8052
C -5.23776 4.95612 0.79932 -0.4975
C -6.48226 4.15823 1.17669 -1.1227
H -2.20989 4.53722 -0.49735 0.4318
H -1.45109 2.95568 -0.66524 0.0358
H -2.05854 3.79252 -2.09647 0.2245
H -3.75216 2.65017 0.18671 0.3160
H -3.55607 1.94138 -1.40126 0.1340
H -5.68015 3.09251 -1.33948 0.3377
H -4.61916 3.89062 -2.47369 0.3947
H -5.87965 5.52554 -1.17079 0.4091
H -4.16488 5.71059 -0.90024 0.3172
H -5.34167 5.97076 1.19302 0.4129
H -4.36147 4.52667 1.29310 0.2764
H -7.37623 4.60172 0.73286 0.2761
H -6.61357 4.14674 2.25996 0.4118
H -6.41327 3.12118 0.84332 0.2952
C -12.53676 5.28010 4.70375 -1.2169
C -11.14214 4.68189 4.54531 -0.4786
C -10.43893 5.11924 3.26088 -0.2834
C -11.13485 4.69508 1.96616 -0.6981
C -11.35215 3.19007 1.81398 -0.4340
C -10.04994 2.39664 1.77274 -1.0493
H -13.20379 4.96807 3.89861 0.2840
H -12.98609 4.95846 5.64431 0.3791
H -12.49291 6.37114 4.70696 0.2966
H -11.20347 3.59115 4.59380 0.2453
H -10.53068 4.99152 5.39717 0.3875
H -9.41570 4.73168 3.26976 0.0039
H -10.34515 6.20997 3.26178 0.3941
H -10.53962 5.05500 1.12036 0.3696
H -12.10139 5.20032 1.88732 0.3338
H -11.89913 3.01228 0.88406 0.3585
H -11.98885 2.81127 2.61790 0.2536
H -9.42128 2.72905 0.94366 0.1985
H -10.25530 1.33349 1.63695 0.4007
H -9.48234 2.50651 2.69840 0.2640
```

Properties
LUMO level	-3.47	eV
energy above the lowest of the compared OMol25 structures with the same formula, charge and spin	33.1	kcal/mol
total energy	-3842.63453	hartree
charge	+1